(1)
A structure of composition C31H54BClF6IN2O17S6, computed with wB97M-V/def2-TZVPD.

Molecular weight (g/mol): 1206.33
Gap between HOMO and LUMO (Ha): 0.27270
Total charge: -1
Calculated total energy (eV): -173427.442

Each line ends with the Löwdin charge.
Atoms and positions in Å:
C1 1.953 6.062 0.219  -0.086
C2 0.539 5.875 -0.381  -0.179
C3 0.435 6.148 -1.885  -0.329
F1 -0.613 7.048 -2.103  -0.038
C4 0.057 4.874 -2.771  -0.379
S1 1.624 3.888 -2.506  0.833
O1 1.577 3.300 -1.194  -0.257
O2 2.700 4.775 -2.868  -0.282
C5 2.020 2.330 -3.484  -0.442
F2 3.235 2.048 -2.968  0.087
F3 2.209 2.518 -4.788  0.128
C6 1.076 1.121 -3.181  -0.629
F4 -0.072 1.502 -2.719  0.209
F5 0.898 0.393 -4.263  0.182
F6 1.642 0.333 -2.278  0.163
O3 -1.036 4.294 -2.200  0.007
B1 -2.266 4.638 -2.980  -1.133
Cl1 -3.088 3.035 -3.605  0.616
N1 -3.261 5.374 -2.070  0.010
C7 -3.133 4.980 -0.662  -0.061
C8 -4.532 5.485 -2.606  -0.554
C9 -5.744 4.899 -1.896  -0.014
O4 -4.712 5.995 -3.695  0.050
O5 -1.744 5.461 -4.080  -0.003
C10 -0.404 5.306 -4.243  -0.695
I1 0.531 7.170 -4.956  0.991
C11 -0.131 4.406 -5.451  -0.267
O6 -0.512 3.066 -5.161  -0.154
N2 -0.659 2.377 -6.390  0.000
O7 -1.223 1.370 -6.235  0.066
H1 1.970 6.877 0.954  0.068
H2 2.695 6.306 -0.552  0.066
H3 2.299 5.145 0.708  0.069
H4 -0.148 6.585 0.095  0.118
H5 0.185 4.869 -0.148  0.102
H6 1.348 6.625 -2.257  0.082
H7 -3.078 3.890 -0.516  0.100
H8 -3.957 5.386 -0.069  0.077
H9 -2.209 5.409 -0.261  0.069
H10 -5.643 4.716 -0.827  0.052
H11 -5.921 3.931 -2.387  0.083
H12 -6.606 5.547 -2.094  0.079
H13 -0.782 4.816 -6.235  0.120
H14 0.904 4.465 -5.811  0.087
C12 0.652 -2.290 2.338  -0.227
C13 1.695 -1.660 1.412  -0.208
C14 1.059 -0.406 0.809  -0.213
S2 -0.131 0.182 2.036  0.667
O8 -1.459 0.060 1.485  -0.324
O9 0.313 1.431 2.599  -0.320
C15 0.108 -1.157 3.201  -0.221
H15 1.081 -3.084 2.948  0.118
H16 -0.151 -2.727 1.746  0.095
H17 2.590 -1.397 1.980  0.118
H18 1.999 -2.354 0.629  0.092
H19 1.769 0.394 0.613  0.101
H20 0.507 -0.634 -0.100  0.089
H21 -0.853 -1.360 3.660  0.056
H22 0.829 -0.835 3.953  0.112
C16 -5.771 -2.406 3.860  -0.218
C17 -6.001 -1.880 5.284  -0.212
C18 -4.678 -2.028 6.045  -0.213
S3 -3.380 -1.916 4.802  0.658
O10 -2.688 -3.182 4.731  -0.329
O11 -2.639 -0.696 4.984  -0.316
C19 -4.464 -1.779 3.386  -0.220
H23 -6.594 -2.149 3.194  0.115
H24 -5.678 -3.494 3.876  0.118
H25 -6.288 -0.828 5.241  0.117
H26 -6.800 -2.420 5.790  0.112
H27 -4.512 -1.239 6.774  0.101
H28 -4.583 -3.003 6.519  0.102
H29 -3.999 -2.285 2.544  0.111
H30 -4.574 -0.717 3.168  0.115
C20 0.834 -4.289 -3.350  -0.215
C21 -0.307 -5.296 -3.151  -0.211
C22 -0.004 -6.089 -1.873  -0.218
S4 0.966 -4.990 -0.827  0.660
O12 2.285 -5.547 -0.657  -0.319
O13 0.197 -4.593 0.326  -0.324
C23 1.051 -3.631 -1.992  -0.234
H31 0.595 -3.548 -4.112  0.117
H32 1.743 -4.809 -3.659  0.120
H33 -1.250 -4.758 -3.037  0.119
H34 -0.411 -5.963 -4.006  0.113
H35 -0.898 -6.374 -1.324  0.100
H36 0.609 -6.967 -2.066  0.102
H37 2.013 -3.136 -1.882  0.107
H38 0.244 -2.941 -1.745  0.111
C24 6.532 1.610 -3.639  -0.221
C25 6.373 2.348 -2.304  -0.215
C26 7.774 2.516 -1.705  -0.217
S5 8.911 2.571 -3.101  0.659
O14 9.772 1.414 -3.048  -0.331
O15 9.484 3.886 -3.227  -0.330
C27 7.674 2.308 -4.370  -0.230
H39 5.614 1.634 -4.223  0.106
H40 6.793 0.564 -3.462  0.120
H41 5.920 3.325 -2.482  0.120
H42 5.717 1.809 -1.622  0.113
H43 7.892 3.436 -1.139  0.102
H44 8.066 1.664 -1.094  0.102
H45 8.120 1.724 -5.171  0.105
H46 7.377 3.290 -4.739  0.109
C28 -0.928 -6.512 5.486  -0.216
C29 -0.508 -7.494 6.588  -0.215
C30 -1.768 -7.866 7.380  -0.221
S6 -3.145 -7.706 6.229  0.660
O16 -4.009 -6.648 6.691  -0.328
O17 -3.681 -9.009 5.923  -0.332
C31 -2.173 -7.114 4.845  -0.227
H47 -0.138 -6.364 4.751  0.118
H48 -1.172 -5.538 5.916  0.114
H49 -0.082 -8.392 6.135  0.115
H50 0.250 -7.066 7.242  0.112
H51 -1.754 -8.889 7.749  0.099
H52 -1.958 -7.176 8.201  0.102
H53 -2.758 -6.397 4.272  0.105
H54 -1.929 -7.981 4.232  0.106

(2)
A cluster of 5 separate species, C31H55BBr2IN2O10 in total, computed with wB97M-V/def2-TZVPD.

Energy relative to the best compared isomer or geometry (same formula, charge and spin) (kJ/mol): 0.0
Molecular weight (g/mol): 913.31
Gap between HOMO and LUMO (Ha): 0.29066
Total charge: +1
Calculated total energy (eV): -205353.866

Each line ends with the Löwdin charge.
Atoms and positions in Å:
C1 -0.517 1.410 2.821  -0.113
C2 -1.833 0.708 2.741  -0.755
Br1 -3.203 1.701 3.515  0.828
C3 -2.073 -0.475 2.184  -0.677
Br2 -3.776 -1.259 2.292  0.934
C4 -1.058 -1.312 1.549  -0.190
N1 0.052 -1.562 2.278  0.202
C5 1.045 -2.400 1.945  -0.098
C6 2.190 -2.545 2.883  -0.104
C7 2.033 -1.996 4.280  -0.171
C8 2.407 -0.526 4.411  -0.185
C9 3.777 -0.215 3.804  -0.184
C10 3.776 0.835 2.708  -0.261
N2 4.790 0.581 1.668  0.010
C11 0.950 -3.115 0.720  -0.179
C12 2.029 -4.069 0.331  -0.071
B1 3.242 -3.345 -0.399  -0.687
O1 4.488 -3.276 0.181  0.174
O2 3.043 -2.729 -1.580  0.173
C13 -0.161 -2.834 -0.096  -0.518
I1 -0.324 -3.781 -1.916  1.224
C14 -1.171 -1.915 0.268  -0.226
C15 -2.273 -1.567 -0.673  -0.102
H1 0.085 0.991 3.613  0.056
H2 0.014 1.375 1.883  0.094
H3 -0.655 2.430 3.116  0.056
H4 0.119 -1.124 3.185  0.140
H5 3.055 -2.103 2.413  0.114
H6 2.397 -3.594 2.937  0.124
H7 2.691 -2.547 4.932  0.124
H8 1.036 -2.188 4.653  0.118
H9 1.656 0.120 3.975  0.062
H10 2.422 -0.279 5.458  0.113
H11 4.265 -1.105 3.437  0.092
H12 4.396 0.154 4.605  0.116
H13 2.785 0.889 2.264  0.095
H14 3.960 1.796 3.145  0.099
H15 5.199 -0.334 1.772  0.048
H16 4.392 0.628 0.745  0.053
H17 2.423 -4.573 1.192  0.102
H18 1.632 -4.842 -0.299  0.059
H19 4.734 -4.084 0.633  0.110
H20 3.849 -2.292 -1.868  0.117
H21 -3.045 -2.317 -0.633  0.089
H22 -1.889 -1.506 -1.671  0.032
H23 -2.702 -0.612 -0.450  0.077
O3 -1.899 0.973 -4.792  0.107
C16 -0.719 0.767 -4.835  -0.525
O4 -0.229 -0.277 -4.134  -0.019
C17 1.135 -0.713 -4.247  -0.233
C18 2.053 0.057 -3.323  -0.057
C19 0.242 1.654 -5.589  0.017
H24 1.483 -0.683 -5.279  0.092
H25 1.102 -1.759 -3.952  0.076
H26 2.097 1.113 -3.588  0.074
H27 3.062 -0.349 -3.376  0.077
H28 1.697 -0.015 -2.293  0.074
H29 0.507 2.503 -4.960  0.099
H30 -0.267 2.024 -6.474  0.090
H31 1.149 1.143 -5.905  0.046
O5 -6.288 -2.647 2.450  0.003
C20 -7.286 -2.115 2.034  -0.533
O6 -8.350 -2.890 1.804  0.012
C21 -9.640 -2.367 1.461  -0.228
C22 -9.780 -2.110 -0.024  -0.060
C23 -7.347 -0.639 1.711  0.004
H32 -9.862 -1.481 2.057  0.113
H33 -10.333 -3.142 1.776  0.125
H34 -9.084 -1.346 -0.371  0.069
H35 -10.792 -1.779 -0.254  0.084
H36 -9.576 -3.023 -0.582  0.085
H37 -6.957 -0.490 0.705  0.098
H38 -6.709 -0.109 2.413  0.072
H39 -8.343 -0.211 1.767  0.073
O7 2.975 -0.182 -7.035  0.085
C24 3.036 0.345 -8.116  -0.521
O8 4.237 0.493 -8.684  0.013
C25 4.404 0.969 -10.026  -0.227
C26 4.419 2.480 -10.104  -0.060
C27 1.799 0.901 -8.784  0.014
H40 3.653 0.528 -10.682  0.114
H41 5.367 0.567 -10.333  0.125
H42 3.469 2.910 -9.787  0.069
H43 4.615 2.802 -11.126  0.085
H44 5.198 2.880 -9.456  0.085
H45 1.619 1.895 -8.376  0.091
H46 0.969 0.254 -8.515  0.094
H47 1.837 0.960 -9.867  0.075
O9 2.235 2.799 5.543  0.097
C28 1.418 3.454 6.130  -0.528
O10 0.173 2.957 6.212  -0.015
C29 -0.864 3.545 7.003  -0.232
C30 -1.621 4.625 6.260  -0.058
C31 1.726 4.812 6.710  0.024
H48 -0.477 3.888 7.963  0.115
H49 -1.529 2.709 7.212  0.123
H50 -1.000 5.486 6.015  0.074
H51 -2.463 4.970 6.858  0.087
H52 -1.987 4.209 5.322  0.055
H53 1.620 5.555 5.920  0.100
H54 2.759 4.808 7.045  0.094
H55 1.094 5.095 7.547  0.073

Number 1: HOMO level -5.9 eV. Number 2: HOMO level -11.1 eV.